Record 1
Molecular formula: C27H34BrGdN7O4SSe
Method: DFT, ωB97M-V/def2-TZVPD

LUMO level (spin up / spin down), eV: -3.7 / -2.3
F_max, Eh/bohr: 0.067
Net charge: +1
Spin multiplicity: 8
HOMO level (spin up / spin down), eV: -8.918 / -8.919
Relative energy (zero: lowest compared OMol25 entry of this formula, charge and spin), kcal per mole: 0.0

Geometry as XYZ:
```
76
Properties=species:S:1:pos:R:3:forces:R:3:lowdin_charge:R:1
Gd -0.339 -0.438 0.539 -1.58 -0.51 3.02 1.67
C -1.746 1.352 3.235 0.09 -0.33 0.10 -0.17
C -1.204 0.018 3.747 -0.11 0.17 -0.16 -0.18
N -1.522 -1.069 2.807 0.10 0.04 0.17 -0.15
C -2.954 -1.412 2.723 -0.06 0.04 -0.33 -0.19
C -3.418 -1.510 1.265 0.08 0.03 0.26 -0.18
N -2.924 -0.371 0.474 -0.27 -0.18 -0.21 -0.13
C -3.580 0.909 0.811 0.30 0.16 0.05 -0.16
C -2.543 2.022 0.992 -0.14 -0.17 -0.06 -0.19
N -1.419 1.537 1.809 0.15 0.34 -0.08 -0.13
H -1.341 2.159 3.847 -0.04 0.05 -0.02 0.13
H -2.828 1.375 3.355 -0.01 0.07 -0.01 0.11
H -1.605 -0.166 4.749 0.06 -0.03 0.03 0.13
H -0.114 0.069 3.823 0.00 -0.02 0.06 0.13
H -1.038 -1.905 3.132 0.02 -0.07 -0.07 0.04
H -3.545 -0.671 3.261 0.01 0.00 0.02 0.11
H -3.146 -2.378 3.193 0.03 0.03 0.10 0.11
H -4.510 -1.585 1.242 0.00 -0.05 -0.04 0.13
H -3.006 -2.420 0.825 -0.01 0.00 -0.04 0.10
H -3.083 -0.571 -0.507 -0.05 0.01 -0.03 0.12
H -4.154 0.779 1.728 -0.04 -0.02 -0.01 0.11
H -4.286 1.211 0.036 -0.04 -0.03 0.00 0.13
H -3.024 2.901 1.433 0.01 0.01 -0.01 0.13
H -2.148 2.292 0.014 0.02 0.07 0.02 0.10
H -0.650 2.192 1.728 -0.03 0.10 0.06 0.09
Se -0.782 -4.326 2.333 0.00 0.48 -0.45 1.10
N 0.860 -4.510 3.081 0.23 -0.27 0.19 -0.29
C 1.611 -3.508 2.678 -0.16 0.02 -0.07 -0.43
C 2.937 -3.215 3.096 -0.01 0.06 -0.05 0.01
C 3.511 -2.024 2.711 0.00 -0.06 0.01 -0.06
C 2.839 -1.120 1.890 -0.11 0.31 -0.15 -0.15
N 1.635 -1.426 1.373 0.39 -0.63 0.40 -0.05
C 1.093 -2.592 1.709 0.06 0.03 0.04 -0.44
N -0.108 -3.004 1.015 0.04 -0.43 0.36 -0.31
H 3.458 -3.924 3.725 0.02 0.03 0.02 0.12
H 4.505 -1.765 3.053 -0.01 -0.01 0.02 0.11
H 3.242 -0.146 1.647 0.03 -0.02 0.02 0.09
Br 0.824 -5.567 -4.454 -0.03 0.04 0.09 0.75
C 0.553 -4.802 -2.742 0.07 -0.03 -0.10 -0.69
C -0.725 -4.741 -2.209 -0.04 0.00 -0.02 -0.11
C -0.914 -4.169 -0.966 0.04 0.13 0.17 -0.06
C 0.159 -3.645 -0.249 0.16 -0.40 -0.37 -0.35
C 1.440 -3.748 -0.783 -0.08 0.07 0.20 -0.02
C 1.637 -4.323 -2.029 -0.02 -0.01 -0.06 -0.11
H -1.566 -5.139 -2.760 0.01 -0.01 0.00 0.11
H -1.905 -4.138 -0.528 -0.02 0.00 -0.06 0.10
H 2.296 -3.387 -0.227 0.01 -0.01 0.00 0.12
H 2.636 -4.409 -2.434 -0.01 0.00 -0.01 0.11
C -0.212 6.395 -3.492 0.00 -0.03 0.02 -0.03
C 0.435 5.288 -2.714 0.02 0.01 0.01 -0.24
C 1.578 4.647 -3.187 -0.01 0.01 0.03 -0.01
C 2.142 3.588 -2.497 0.18 -0.02 0.01 -0.05
C 1.555 3.168 -1.314 -0.16 -0.30 0.17 -0.29
C 0.436 3.811 -0.805 0.03 0.01 0.10 -0.05
C -0.116 4.866 -1.503 0.03 -0.02 -0.01 -0.01
S 2.256 1.842 -0.388 0.56 0.06 -0.26 0.71
O 1.171 1.205 0.379 0.90 0.90 -0.29 -0.44
O 3.353 2.289 0.409 0.04 0.02 0.04 -0.24
N 2.911 0.847 -1.502 -0.15 0.12 0.28 -0.11
C 2.278 -0.104 -2.436 -0.22 -0.02 -0.11 -0.15
C 0.896 0.316 -2.943 0.05 -0.06 0.20 -0.05
C -0.140 0.049 -1.875 -0.32 0.72 -1.89 -0.67
O -0.259 -1.149 -1.466 0.14 -0.60 -0.92 -0.11
O -0.805 0.968 -1.356 -0.09 0.03 -0.25 -0.05
H 0.446 6.777 -4.269 -0.01 0.00 0.00 0.08
H -0.494 7.220 -2.838 0.00 0.00 -0.01 0.09
H -1.122 6.023 -3.966 0.00 0.05 -0.03 0.09
H 2.038 4.985 -4.107 -0.02 -0.02 -0.02 0.12
H 3.032 3.096 -2.868 -0.04 0.00 -0.02 0.12
H 0.021 3.490 0.140 -0.09 0.02 -0.07 0.10
H -0.991 5.371 -1.111 0.01 0.00 0.01 0.12
H 3.824 0.555 -1.171 -0.01 0.10 0.01 0.13
H 2.190 -1.092 -1.977 0.06 0.01 0.01 0.11
H 2.955 -0.183 -3.285 0.02 0.02 0.02 0.13
H 0.648 -0.314 -3.799 0.06 -0.03 0.00 0.14
H 0.866 1.357 -3.247 -0.03 0.03 -0.04 0.12
```
Forces are in eV/Å.

***

Record 2
Molecular formula: C27H34ClDyN5O4
Method: DFT, ωB97M-V/def2-TZVPD

LUMO level (spin up / spin down), eV: -2.3 / -2.3
F_max, Eh/bohr: 0.020
Net charge: +1
Spin multiplicity: 6
HOMO level (spin up / spin down), eV: -10.189 / -10.150
Relative energy (zero: lowest compared OMol25 entry of this formula, charge and spin), kcal per mole: 0.0

Geometry as XYZ:
```
72
Properties=species:S:1:pos:R:3:forces:R:3:lowdin_charge:R:1
Dy -0.265 -0.019 -0.124 -0.02 0.91 -0.25 1.70
C -0.365 -4.144 2.280 -0.06 0.07 -0.02 -0.04
C -0.720 -3.780 0.866 0.07 -0.04 0.01 -0.28
C -2.052 -3.644 0.476 0.02 0.02 0.00 -0.04
C -2.382 -3.360 -0.840 -0.03 0.03 -0.04 -0.09
C -1.382 -3.164 -1.784 0.01 -0.06 -0.06 -0.12
C -0.050 -3.232 -1.400 -0.01 -0.21 -0.03 -0.10
C 0.271 -3.574 -0.089 -0.04 0.06 0.06 -0.08
H -0.481 -3.276 2.933 0.00 -0.03 0.00 0.08
H 0.668 -4.484 2.346 0.01 -0.02 0.02 0.08
H -1.015 -4.937 2.649 0.02 -0.01 0.03 0.09
H -2.834 -3.794 1.212 -0.01 -0.03 -0.02 0.12
H -3.421 -3.301 -1.141 0.01 -0.01 0.03 0.12
H -1.637 -2.998 -2.822 -0.01 0.10 0.03 0.11
H 0.737 -3.113 -2.135 0.01 0.04 0.01 0.11
H 1.309 -3.705 0.192 0.02 0.02 0.00 0.11
C 2.052 1.835 2.081 0.02 -0.10 0.10 -0.07
O 1.112 2.016 1.023 -0.14 -0.14 -0.09 -0.31
C 1.547 3.012 0.088 0.03 0.03 -0.33 -0.18
C 2.205 2.372 -1.114 -0.01 -0.05 0.32 -0.17
O 1.235 1.523 -1.718 -0.32 -0.27 0.26 -0.30
C 1.655 1.071 -3.011 -0.13 -0.06 -0.16 -0.05
H 2.125 2.748 2.677 -0.01 0.00 -0.04 0.11
H 3.041 1.582 1.690 -0.02 -0.02 -0.01 0.10
H 1.694 1.022 2.707 -0.01 0.03 0.02 0.08
H 2.216 3.724 0.574 0.05 -0.07 0.03 0.14
H 0.662 3.545 -0.246 -0.06 0.07 0.04 0.09
H 3.085 1.782 -0.842 0.02 0.00 -0.04 0.12
H 2.506 3.153 -1.819 -0.02 0.00 -0.02 0.14
H 1.795 1.928 -3.674 -0.07 0.00 0.04 0.10
H 0.854 0.446 -3.406 0.00 0.03 -0.01 0.09
H 2.577 0.499 -2.934 0.02 -0.04 0.07 0.08
Cl -1.711 2.552 -0.311 -0.16 0.24 0.15 0.80
C -1.993 2.483 -2.039 0.04 -0.21 -0.46 -0.56
C -2.048 3.652 -2.770 0.03 0.09 0.03 -0.10
C -2.250 3.568 -4.139 -0.01 0.05 0.01 -0.08
C -2.377 2.321 -4.738 0.07 0.04 -0.06 -0.07
C -2.317 1.167 -3.978 0.12 0.06 0.03 -0.04
C -2.137 1.210 -2.591 -0.16 0.01 0.12 -0.37
C -2.155 -0.011 -1.747 0.37 0.01 0.05 -0.28
H -1.941 4.610 -2.280 0.00 0.00 0.01 0.11
H -2.309 4.474 -4.727 0.01 -0.01 -0.01 0.11
H -2.533 2.249 -5.806 0.00 0.02 0.00 0.11
H -2.425 0.200 -4.457 -0.05 0.01 0.02 0.12
H -2.403 -0.852 -2.387 0.11 -0.17 0.07 0.02
H -2.985 0.091 -1.038 0.00 -0.02 0.10 0.02
N -2.790 2.987 4.188 0.08 0.05 -0.02 0.15
C -2.948 1.960 3.321 -0.18 -0.23 -0.09 -0.36
C -1.866 1.366 2.644 0.16 -0.01 0.09 -0.11
N -2.048 0.385 1.776 -0.13 0.07 -0.19 -0.06
C -3.297 -0.060 1.594 0.01 -0.17 -0.02 -0.14
C -4.358 0.528 2.261 0.09 -0.04 0.02 -0.09
N -4.196 1.536 3.104 0.10 0.09 0.07 0.14
H -1.884 3.281 4.500 -0.02 -0.01 0.01 0.10
H -3.607 3.318 4.669 0.01 0.02 0.05 0.11
H -0.849 1.703 2.812 -0.01 0.06 -0.06 0.11
H -3.434 -0.894 0.919 -0.06 0.05 -0.04 0.10
H -5.373 0.180 2.110 0.03 -0.02 -0.03 0.12
C 5.574 -1.731 0.330 0.18 0.07 -0.12 0.00
N 4.189 -1.597 0.765 -0.22 0.08 0.01 -0.04
C 3.790 -1.982 1.999 -0.07 -0.03 0.04 -0.03
C 2.515 -1.829 2.419 -0.24 0.05 0.10 0.01
C 1.585 -1.239 1.507 0.97 -0.30 0.06 -0.57
O 0.372 -1.014 1.807 -0.22 0.02 0.01 -0.18
N 1.987 -0.879 0.267 -0.34 0.03 0.38 0.07
C 3.284 -0.997 -0.130 0.30 -0.11 -0.52 -0.49
O 3.689 -0.627 -1.223 -0.10 0.02 0.26 0.05
H 6.068 -2.512 0.903 -0.08 0.00 0.06 0.10
H 6.112 -0.791 0.457 -0.03 -0.01 0.01 0.10
H 5.588 -1.982 -0.725 -0.01 -0.05 0.01 0.10
H 4.547 -2.418 2.637 0.05 0.00 -0.07 0.14
H 2.190 -2.134 3.402 0.04 0.00 -0.01 0.12
```
Forces are in eV/Å.

***

Record 3
Molecular formula: C27H34FN3O5P2W
Method: DFT, ωB97M-V/def2-TZVPD

LUMO level (spin up / spin down), eV: -14.0 / -14.0
F_max, Eh/bohr: 0.070
Net charge: +4
HOMO level (spin up / spin down), eV: -18.326 / -18.326
Relative energy (zero: lowest compared OMol25 entry of this formula, charge and spin), kcal per mole: 84.7

Geometry as XYZ:
```
73
Properties=species:S:1:pos:R:3:forces:R:3:lowdin_charge:R:1
W 0.033 2.980 -0.170 0.65 -1.56 1.21 1.66
C 1.901 5.636 -1.883 0.05 -0.30 0.04 -0.20
P 0.388 5.351 -0.927 -0.17 0.98 -1.00 0.88
C 0.361 6.660 0.334 0.06 -0.21 0.36 -0.17
C -1.077 5.570 -2.008 0.37 -0.06 0.21 -0.36
C -1.041 6.508 -3.033 -0.06 -0.12 0.11 -0.04
C -2.144 6.661 -3.863 0.12 0.15 -0.06 0.00
C -3.265 5.865 -3.699 -0.11 -0.06 0.06 0.00
C -3.320 4.935 -2.668 0.05 -0.13 0.14 -0.04
C -2.236 4.795 -1.807 0.28 -0.24 0.30 -0.36
P -2.311 3.661 -0.374 -1.63 1.18 -0.52 0.88
C -2.935 4.549 1.076 0.32 -0.19 0.19 -0.17
C -3.483 2.334 -0.767 0.36 -0.33 0.08 -0.18
H 1.975 6.688 -2.161 -0.11 0.00 0.00 0.08
H 1.949 5.003 -2.770 -0.07 0.05 0.02 0.07
H 2.753 5.405 -1.239 -0.03 0.02 -0.02 0.08
H -0.242 7.497 -0.022 -0.01 -0.09 -0.13 0.09
H 1.382 7.011 0.502 -0.01 -0.08 -0.01 0.08
H -0.032 6.316 1.294 0.00 0.09 -0.14 0.04
H -0.166 7.124 -3.188 0.03 0.03 -0.05 0.12
H -2.116 7.410 -4.643 -0.02 -0.04 -0.05 0.14
H -4.110 5.966 -4.367 -0.01 0.04 0.01 0.14
H -4.207 4.329 -2.545 -0.07 0.01 -0.01 0.12
H -3.998 4.759 0.951 -0.01 -0.02 -0.15 0.09
H -2.402 5.489 1.225 0.00 -0.04 -0.07 0.06
H -2.801 3.936 1.972 -0.05 0.03 -0.02 0.08
H -4.504 2.715 -0.700 0.09 0.14 0.02 0.08
H -3.376 1.525 -0.042 -0.05 0.04 0.00 0.07
H -3.293 1.946 -1.769 0.02 0.06 0.06 0.07
F 1.454 -2.553 4.125 -0.01 -0.02 0.01 0.12
C 1.228 -2.531 2.815 -0.05 0.41 -0.19 -0.16
C 0.951 -1.331 2.232 -0.09 -0.30 0.33 0.11
C 0.828 -1.227 0.836 -0.13 0.55 -0.26 -0.04
C 0.571 0.016 0.187 0.52 -1.71 -0.89 -0.23
O 0.162 1.091 0.798 0.25 1.83 -0.74 -0.09
C 0.779 0.053 -1.219 -0.11 0.44 0.57 -0.01
C 0.939 -1.106 -1.939 0.10 0.00 -0.15 0.09
N 0.994 -2.294 -1.336 -0.07 0.51 -0.01 0.05
C 1.101 -3.490 -2.152 0.19 -0.50 -0.23 -0.24
C -0.056 -4.451 -2.197 -0.09 0.06 -0.01 -0.06
C 0.286 -3.625 -3.399 -0.01 -0.03 -0.07 -0.06
C 1.039 -2.390 0.047 0.01 0.01 0.45 -0.08
C 1.273 -3.614 0.675 0.04 -0.07 0.00 0.09
C 1.359 -3.744 2.067 -0.01 0.03 -0.38 -0.09
N 1.589 -4.949 2.668 -0.11 0.15 0.00 -0.06
C 2.332 -6.033 2.047 -0.01 -0.13 -0.01 -0.10
C 1.557 -7.350 2.097 0.30 0.25 -0.64 -0.07
N 1.243 -7.682 3.515 -0.06 -0.33 0.15 0.07
C 0.488 -6.563 4.148 -0.23 0.61 0.35 -0.07
C 1.263 -5.248 4.056 -0.04 -0.12 0.18 -0.10
C 0.673 1.475 -1.643 0.53 -2.06 -2.09 -0.54
O -0.497 1.977 -1.836 -0.36 -0.21 -0.45 -0.08
O 1.608 2.303 -1.424 -0.30 -0.01 0.77 0.03
H 0.888 -0.449 2.855 -0.04 0.00 0.05 0.15
H 1.020 -1.100 -3.017 -0.02 -0.11 0.01 0.17
H 2.110 -3.884 -2.157 0.00 0.00 0.00 0.17
H -0.953 -4.188 -1.653 0.00 0.10 0.01 0.12
H 0.151 -5.511 -2.217 0.12 0.00 -0.01 0.12
H -0.397 -2.838 -3.685 -0.07 0.05 0.09 0.12
H 0.761 -4.109 -4.239 0.07 -0.01 0.00 0.13
H 1.384 -4.486 0.054 -0.05 -0.05 0.00 0.11
H 3.282 -6.150 2.586 0.00 0.00 -0.06 0.15
H 2.582 -5.809 1.014 0.00 -0.04 0.05 0.13
H 2.150 -8.147 1.648 -0.05 -0.06 0.17 0.15
H 0.615 -7.266 1.553 0.00 -0.07 0.16 0.15
H 2.108 -7.867 4.037 -0.08 0.01 -0.05 0.20
H 0.690 -8.546 3.565 0.10 0.07 0.00 0.20
H 0.292 -6.793 5.196 0.06 -0.15 -0.08 0.15
H -0.468 -6.471 3.628 0.09 -0.14 -0.01 0.15
H 2.179 -5.293 4.657 -0.04 -0.02 0.02 0.15
H 0.626 -4.482 4.488 0.04 -0.09 -0.02 0.14
O 0.167 3.657 1.394 -0.85 2.58 2.38 -0.43
O -0.035 4.374 2.414 0.45 -0.80 0.07 -0.01
```
Forces are in eV/Å.

***

Record 4
Molecular formula: C27H34N2O5S
Method: DFT, ωB97M-V/def2-TZVPD

LUMO level, eV: -0.4
F_max, Eh/bohr: 0.094
Net charge: 0
Structure (SMILES): COc1ccc(/C=N/S(=O)(=O)c2ccc(C)cc2)cc1.COC(=O)[C@@H]1CCCN1C1=CCCCC1
HOMO level, eV: -6.815
Relative energy (zero: lowest compared OMol25 entry of this formula, charge and spin), kcal per mole: 14.4

Geometry as XYZ:
```
69
Properties=species:S:1:pos:R:3:forces:R:3:nbo_charge:R:1
C -2.173 -3.008 1.333 0.22 -0.08 0.09 -0.27
O -2.356 -1.627 0.974 -0.48 0.12 -0.28 -0.51
C -3.023 -1.459 -0.179 -0.02 -1.34 -0.53 0.80
O -3.373 -2.390 -0.886 0.21 1.04 0.72 -0.61
C -3.341 -0.003 -0.489 0.31 -0.89 -0.01 -0.14
C -4.806 0.277 -0.100 0.26 0.47 0.15 -0.39
C -5.599 0.177 -1.405 -0.20 -0.28 -0.03 -0.41
C -4.579 0.281 -2.536 -0.50 0.26 -0.28 -0.20
N -3.275 0.171 -1.917 -1.12 0.97 0.70 -0.40
C -2.142 0.156 -2.639 2.82 -1.17 0.29 0.28
C -0.867 -0.113 -2.084 -4.48 -0.79 -1.70 -0.43
C 0.142 -0.844 -2.927 0.70 0.03 -0.02 -0.45
C -0.196 -0.990 -4.421 -0.23 -0.03 0.10 -0.39
C -1.105 0.137 -4.942 0.30 -0.16 0.13 -0.39
C -2.390 0.243 -4.120 0.44 -0.26 -0.66 -0.45
H -1.814 -2.972 2.364 -0.08 -0.16 -0.18 0.18
H -3.125 -3.548 1.252 0.30 0.13 0.07 0.19
H -1.417 -3.448 0.674 -0.27 0.04 0.23 0.23
H -2.611 0.606 0.052 -0.15 0.19 -0.10 0.23
H -5.170 -0.413 0.671 0.14 0.21 -0.16 0.22
H -4.851 1.295 0.297 -0.10 -0.13 0.05 0.21
H -6.122 -0.783 -1.470 0.08 0.19 0.06 0.22
H -6.338 0.976 -1.492 -0.02 -0.16 0.10 0.21
H -4.760 -0.509 -3.277 0.15 0.11 0.19 0.20
H -4.680 1.238 -3.062 0.00 -0.07 0.03 0.18
H -0.911 -0.397 -1.030 0.10 0.15 -0.54 0.23
H 1.150 -0.410 -2.849 -0.04 0.08 0.14 0.19
H 0.233 -1.843 -2.473 0.09 0.30 -0.30 0.24
H 0.735 -1.018 -5.009 -0.32 -0.06 0.16 0.21
H -0.690 -1.965 -4.547 -0.03 0.28 -0.19 0.20
H -0.559 1.089 -4.908 -0.05 -0.11 0.01 0.19
H -1.361 -0.059 -5.990 0.04 0.15 0.14 0.21
H -3.035 -0.610 -4.412 0.18 0.41 0.19 0.22
H -2.925 1.167 -4.399 0.11 -0.32 0.21 0.22
C 3.698 5.985 2.617 -0.24 -0.15 -0.54 -0.26
O 3.069 5.834 1.323 0.12 -0.19 0.28 -0.49
C 2.571 4.637 0.930 -0.12 -0.78 0.08 0.36
C 1.948 4.605 -0.350 0.32 0.04 0.72 -0.28
C 1.369 3.437 -0.802 0.08 -0.60 0.31 -0.14
C 1.403 2.249 -0.024 -0.36 0.73 0.66 -0.11
C 0.832 0.992 -0.504 1.45 0.25 1.08 0.26
N 0.834 -0.050 0.280 1.79 -0.11 -0.12 -0.87
S 1.545 -1.543 0.099 -1.51 0.94 -1.11 2.31
C 2.199 -1.980 1.702 0.13 0.01 0.31 -0.35
C 3.530 -2.418 1.782 -0.33 0.12 0.00 -0.16
C 4.000 -2.963 2.974 -0.14 0.07 -0.05 -0.22
C 3.175 -3.075 4.097 -0.04 0.18 -0.37 0.00
C 3.700 -3.706 5.357 0.01 -0.04 0.14 -0.63
C 1.867 -2.583 4.010 0.07 -0.04 -0.04 -0.23
C 1.372 -2.038 2.826 0.20 -0.03 -0.11 -0.13
O 0.499 -2.497 -0.209 0.74 0.05 0.45 -0.96
O 2.674 -1.419 -0.796 -0.36 -0.09 0.49 -0.94
C 2.035 2.291 1.230 0.24 0.30 0.01 -0.14
C 2.644 3.449 1.712 -0.23 0.57 -0.58 -0.31
H 3.958 7.044 2.650 0.01 -0.24 0.13 0.21
H 3.007 5.742 3.438 0.13 0.02 -0.30 0.19
H 4.608 5.371 2.696 -0.27 0.13 -0.07 0.19
H 1.942 5.517 -0.945 -0.04 -0.21 0.17 0.23
H 0.884 3.408 -1.776 0.06 0.04 0.10 0.22
H 0.445 1.069 -1.532 0.48 -0.43 0.35 0.21
H 4.181 -2.334 0.914 -0.22 -0.05 0.13 0.25
H 5.027 -3.325 3.030 -0.21 0.10 -0.04 0.21
H 2.905 -3.798 6.102 0.16 -0.02 -0.06 0.22
H 4.106 -4.707 5.158 -0.12 0.21 0.03 0.22
H 4.513 -3.110 5.793 -0.19 -0.09 -0.09 0.22
H 1.225 -2.651 4.888 0.08 0.06 -0.22 0.21
H 0.352 -1.658 2.774 0.19 -0.13 -0.04 0.23
H 2.053 1.377 1.825 0.02 0.22 -0.17 0.24
H 3.164 3.442 2.673 -0.26 0.03 -0.35 0.22
```
Forces are in eV/Å.

***

Calculated values (eV) of DFT total energy for the records, taken in order: -214226.5656 -80794.7658 -66337.6927 -52600.6751.